The following is a quantum chemistry calculation of a molecular structure, C14H21CsO3SbSe4 in a non-equilibrium geometry, from the Open Molecules 2025 dataset.

Each line ends with the Löwdin charge.
Geometry (Å):
Cs 0.719 -1.792 0.326  1.4269
Sb 2.699 -4.547 -2.339  -0.0505
Se 0.870 -2.824 -2.799  -0.1472
Se 2.058 -6.711 -1.499  -0.1712
Se 4.925 -3.683 -2.678  -0.1654
Se 1.366 -4.242 -4.636  -0.1142
O 2.301 -3.538 -0.039  -0.6642
O 3.116 -2.228 1.562  -0.2054
O 0.185 -0.258 2.174  -0.3097
C 1.631 -0.520 4.047  -0.0109
C 1.198 1.419 -3.439  -0.0395
C -2.080 1.508 -0.608  -0.2125
C 1.057 0.215 2.873  -0.5274
C -0.121 2.537 -1.596  -0.0464
C -3.242 1.602 0.362  -0.3848
C -4.458 0.777 -0.057  -0.0792
C -2.799 1.214 1.776  -0.0638
C 0.070 1.446 -2.444  -0.2753
C -1.870 0.407 -1.432  -0.0455
C 3.229 -3.137 0.723  -0.6407
C -0.825 0.388 -2.347  -0.0837
C -1.183 2.570 -0.706  -0.0451
C 1.651 1.567 2.575  0.0007
H 1.478 2.242 3.415  0.0884
H 1.197 1.983 1.676  0.0787
H 1.677 0.124 4.927  0.0854
H 1.380 0.404 -3.791  0.0653
H -4.733 0.984 -1.092  0.0834
H -0.713 -0.458 -3.013  0.0572
H 4.206 -3.646 0.614  0.1146
H 0.559 3.380 -1.652  0.1102
H -2.467 0.176 1.803  0.0760
H 2.118 1.804 -2.998  0.0800
H -3.548 2.653 0.391  0.1314
H -3.621 1.339 2.486  0.0771
H -4.266 -0.292 0.042  0.0767
H -1.961 1.831 2.105  0.0722
H -1.332 3.446 -0.082  0.1124
H -5.308 1.026 0.581  0.0755
H 0.959 2.041 -4.306  0.0821
H -2.549 -0.436 -1.397  0.1124
H 2.730 1.468 2.440  0.0967
H 2.648 -0.826 3.785  0.0888
H 1.049 -1.412 4.265  0.0907

Results
Energy above the lowest of the compared OMol25 structures with the same formula, charge and spin in kJ/mol: 101.2
Net charge: -1
Spin multiplicity: 1
LUMO in Eh: 0.0575
Energy in Ha: -10638.03745

---

The following is a quantum chemistry calculation of a gas-phase ion, CHClFO2S2 (charge -1) in a non-equilibrium geometry, from the Open Molecules 2025 dataset.

Each line ends with the Löwdin charge.
Geometry (Å):
Cl -1.874 1.370 -0.430  0.5609
S 0.926 -0.049 -0.384  0.0619
S 1.435 -1.873 -0.158  0.1662
F -0.759 0.203 1.613  -0.0754
O 1.664 0.836 0.522  -0.4620
O 0.826 0.428 -1.778  -0.4832
C -0.878 0.074 0.310  -0.8685
H -1.339 -0.989 0.304  0.1001

Results
Energy above the lowest of the compared OMol25 structures with the same formula, charge and spin in kJ/mol: 28.5
Net charge: -1
Spin multiplicity: 1
LUMO in Eh: 0.1270
Energy in Ha: -1545.66882
SMILES: O=S(=O)([S-])[C@@H](F)Cl

---

The following is a quantum chemistry calculation of 3 unconnected molecules or ions with the total composition C14H25O7P in a non-equilibrium geometry, from the Open Molecules 2025 dataset.

Each line ends with the Löwdin charge.
Geometry (Å):
P -2.396 4.972 -0.324  0.6470
O -1.875 -0.076 -0.561  -0.1791
O 1.850 1.842 -0.989  0.0616
O 1.444 -3.168 0.788  -0.1756
O 0.281 6.277 -2.114  0.0669
O -2.689 4.778 1.184  -0.3561
O -3.502 4.046 -1.194  -0.1652
O -2.518 6.642 -0.614  -0.1756
C -0.955 -0.946 -2.670  -0.0725
C -0.597 4.480 -0.594  -0.1336
C 1.921 5.435 -0.413  0.0231
C 2.361 4.124 -0.090  0.0212
C -2.953 -0.992 -0.443  -0.2778
C 0.753 -4.801 2.488  -0.0792
C 1.411 2.894 -0.500  -0.2872
C 2.662 -2.773 1.402  -0.2771
C 0.499 5.514 -1.160  -0.3088
C -0.157 3.167 -0.269  0.0645
C 1.021 -4.503 1.023  -0.2794
C 3.862 -3.577 0.933  -0.0814
C -0.708 -0.552 -1.224  -0.2649
C -2.607 -2.229 0.367  -0.0779
H 4.786 -3.148 1.328  0.0769
H -0.010 -1.172 -3.170  0.0789
H -0.861 2.366 0.125  0.1323
H 3.805 -4.614 1.272  0.0659
H -3.335 -1.263 -1.433  0.1074
H 0.092 -4.635 0.463  0.1111
H -2.173 -1.951 1.330  0.0837
H 1.674 -4.784 3.075  0.0665
H 0.013 0.269 -1.204  0.0872
H 0.079 -4.055 2.917  0.0809
H 0.304 -5.791 2.600  0.0775
H -3.501 -2.833 0.542  0.0774
H 2.815 -1.725 1.131  0.1178
H 3.916 -3.591 -0.158  0.0831
H -1.805 7.043 -0.059  0.0833
H -1.590 -1.832 -2.741  0.0656
H 2.503 6.373 -0.138  0.1229
H -1.877 -2.854 -0.152  0.0601
H -4.114 3.692 -0.500  0.0924
H 2.567 -2.802 2.492  0.1074
H 3.333 3.934 0.460  0.1200
H -3.759 -0.455 0.064  0.1165
H -1.457 -0.139 -3.211  0.0825
H -0.257 -1.376 -0.661  0.1024
H 1.741 -5.212 0.602  0.1075

Results
Energy above the lowest of the compared OMol25 structures with the same formula, charge and spin in kJ/mol: 182.9
Spin multiplicity: 1
LUMO in Eh: -0.0565
Energy in Ha: -1416.40556
SMILES: O=C1C=CC(=O)C(P(=O)(O)O)=C1.CCOCC.CCOCC

---

Q: What is the energy above the lowest of the compared OMol25 structures with the same formula, charge and spin in the third record?
A: 182.9 kJ/mol

---

Q: Which of these has the highest LUMO?
A: CHClFO2S2